Molecular formula: C4H13N2S
Method: DFT, wB97M-V/def2-TZVPD

Output
Highest occupied orbital energy ... -12.5 eV
LUMO energy ... -3.01 eV
Frontier orbital gap ... 9.49 eV
Total charge ... +1

CARTESIAN COORDINATES (ANGSTROEM)
C (2.84, -0.12, -1.32)
N (1.80, 0.07, -0.29)
C (2.06, 0.25, 0.96)
N (1.12, 0.43, 1.88)
H (2.69, 0.57, -2.14)
H (2.81, -1.14, -1.68)
H (3.80, 0.08, -0.85)
H (0.82, 0.02, -0.56)
H (3.08, 0.26, 1.31)
H (0.15, 0.50, 1.60)
H (1.40, 0.49, 2.84)
C (-1.87, -1.39, -0.27)
S (-1.49, 0.35, -0.41)
C (-3.13, 1.10, -0.10)
H (-2.47, -1.67, -1.14)
H (-2.41, -1.64, 0.64)
H (-0.94, -1.96, -0.32)
H (-2.93, 2.17, -0.08)
H (-3.81, 0.87, -0.92)
H (-3.52, 0.78, 0.85)

=====

Molecular formula: C2H7N4O
Method: DFT, wB97M-V/def2-TZVPD

Output
Highest occupied orbital energy (alpha / beta) ... -13.2 / -13.2 eV
LUMO energy (alpha / beta) ... -5.62 / -5.62 eV
Frontier orbital gap (alpha / beta) ... 7.58 / 7.58 eV
Total charge ... +1

CARTESIAN COORDINATES (ANGSTROEM)
C (-1.37, 0.88, 0.25)
C (-0.53, -0.40, -0.25)
N (-0.21, 1.13, -1.96)
N (0.29, 0.19, -1.25)
N (0.15, -1.07, 0.82)
N (1.47, -0.71, 1.14)
O (-1.42, 1.81, -0.49)
H (-1.71, 0.57, 1.21)
H (-1.57, -1.22, -0.78)
H (0.47, 1.80, -2.22)
H (-0.14, -1.96, 1.15)
H (1.74, -1.50, 1.71)
H (1.28, 0.33, -1.01)
H (1.55, 0.14, 1.68)

=====

Molecular formula: C5H7NO
Method: DFT, wB97M-V/def2-TZVPD

Output
Highest occupied orbital energy ... -7.5 eV
LUMO energy ... 0.58 eV
Frontier orbital gap ... 8.09 eV

CARTESIAN COORDINATES (ANGSTROEM)
N (-1.43, -1.99, -0.67)
C (-0.77, -0.92, -0.07)
O (-1.44, 0.15, 0.33)
C (-0.46, 0.97, -0.46)
C (0.46, 1.67, 0.54)
C (1.31, 0.40, 0.65)
C (0.50, -0.42, -0.42)
H (-2.43, -1.92, -0.47)
H (-1.30, -1.94, -1.70)
H (-0.05, 2.02, 1.45)
H (0.96, 2.50, 0.04)
H (1.29, -0.08, 1.64)
H (2.35, 0.52, 0.33)
H (1.02, -0.97, -1.20)

=====

Results for energy: -667.6773; -374.2105; -324.5503 (in hartree, following the order of the records).